The following is a quantum chemistry calculation of a molecular structure, CH5NSi2 at a distorted geometry, from the OMol25 dataset.

The geometry in XYZ format:
```
9
Properties=species:S:1:pos:R:3:forces:R:3
C -0.40596 1.04213 -1.24110 -1.05 -4.49 -1.04
N -0.39302 -0.30933 -1.22733 -1.83 9.86 -3.69
Si 0.15824 -1.03703 0.07402 6.47 -4.47 4.31
Si -0.85348 2.64374 -1.87386 0.20 -0.07 -0.32
H 0.93148 -0.65134 1.34451 -1.47 0.89 -0.35
H -0.33177 -2.36802 0.31269 -1.02 -0.38 0.10
H 1.66566 -1.53549 -0.42355 -1.71 0.49 0.05
H -0.11860 3.94700 -2.02127 0.59 -1.01 0.38
H -2.22603 3.16109 -2.08293 -0.19 -0.82 0.56
```
Positions in Å, forces in eV/Å.

The value obtained for the frontier orbital gap (alpha / beta) is 0.266 / 0.266 Eh. The value obtained for the HOMO energy (alpha / beta) is -8.37 / -8.36 eV. Its net charge is 0. As for the multiplicity: 1.

natural (NBO) population analysis, charges in e, atoms 1 to 5: number 1, C, carries -0.176; number 2, N, carries -0.849; number 3, Si, carries 1.036; number 4, Si, carries 0.715; number 5, H, carries -0.142

The following is a quantum chemistry calculation of CH5NSi2 in the gas phase at a distorted geometry, from the OMol25 dataset.

The geometry in XYZ format:
```
9
Properties=species:S:1:pos:R:3:forces:R:3
C -0.82508 0.27309 0.05068 -0.60 -0.42 0.36
N -0.68596 -1.87988 -2.26004 0.71 0.81 0.61
Si 0.08467 1.01912 1.33508 -0.56 0.80 0.97
Si -0.03777 -0.89617 -1.14548 -0.67 -0.02 0.09
H 1.51548 0.82065 1.82478 -0.71 -0.14 -0.90
H -0.46358 2.08624 2.36493 0.20 -1.15 -1.15
H -1.64165 -1.57819 -2.32837 -1.00 -0.34 -0.33
H -1.97340 0.26848 0.02816 1.85 0.48 0.11
H 1.39244 -0.89652 -1.01790 0.78 -0.03 0.23
```
Positions in Å, forces in eV/Å.

The value obtained for the frontier orbital gap is 0.296 Eh. The value obtained for the HOMO energy is -8.89 eV. Its net charge is 0. As for the multiplicity: 1. As for the SMILES: [H]/N=[SiH]\C=[SiH2].

natural (NBO) population analysis, charges in e, atoms 1 to 5: number 1, C, carries -1.519; number 2, N, carries -1.299; number 3, Si, carries 1.112; number 4, Si, carries 1.576; number 5, H, carries -0.140

The following is a quantum chemistry calculation of 2 unconnected molecules or ions with the total composition CH5O2 at a distorted geometry, from the OMol25 dataset.

The geometry in XYZ format:
```
8
Properties=species:S:1:pos:R:3:forces:R:3
C -0.99962 0.09474 -1.55038 -0.15 1.26 2.21
O -0.19900 -0.17864 -0.38786 -1.04 0.23 -2.73
H -0.59624 0.38820 -2.54976 1.01 0.06 0.50
H -1.69336 -0.66940 -1.87419 -0.34 -1.22 0.23
H -1.75223 0.95004 -1.35181 0.80 -0.52 -0.06
H 1.87588 0.52714 1.58916 -0.75 -0.45 0.57
H 0.71068 -0.29248 1.00022 0.20 0.98 2.05
O 1.13062 -0.00536 1.94894 0.27 -0.34 -2.77
```
Positions in Å, forces in eV/Å.

The value obtained for the frontier orbital gap is 0.270 Eh. The value obtained for the HOMO energy is -2.64 eV. Its net charge is -1. As for the multiplicity: 1.

natural (NBO) population analysis, charges in e, atoms 1 to 5: number 1, C, carries -0.212; number 2, O, carries -1.022; number 3, H, carries 0.093; number 4, H, carries 0.101; number 5, H, carries 0.083

The following is a quantum chemistry calculation of 2 unconnected molecules or ions with the total composition CH5O2 at a distorted geometry, from the OMol25 dataset.

The geometry in XYZ format:
```
8
Properties=species:S:1:pos:R:3:forces:R:3
C 2.21923 -2.47366 -1.05356 0.49 0.39 0.19
O 0.82618 -2.40145 -1.04525 -1.29 2.55 1.29
H 2.64948 -2.54910 -0.03528 -0.10 0.03 -0.25
H 2.54706 -3.36695 -1.61208 -0.28 0.19 0.12
H 2.68469 -1.59520 -1.54104 -0.09 -0.23 0.13
O -0.52678 0.41270 0.36407 0.28 -0.48 -0.13
H -0.89508 0.23075 1.23992 0.10 -0.04 -0.18
H 0.48215 -1.48531 -0.57363 0.90 -2.41 -1.18
```
Positions in Å, forces in eV/Å.

The value obtained for the frontier orbital gap is 0.246 Eh. The value obtained for the HOMO energy is -2.53 eV. Its net charge is -1. As for the multiplicity: 1.

natural (NBO) population analysis, charges in e, atoms 1 to 5: number 1, C, carries -0.226; number 2, O, carries -0.786; number 3, H, carries 0.142; number 4, H, carries 0.146; number 5, H, carries 0.147

The following is a quantum chemistry calculation of CH5O2P in the gas phase at a distorted geometry, from the OMol25 dataset.

The geometry in XYZ format:
```
9
Properties=species:S:1:pos:R:3:forces:R:3
C 0.76660 0.54626 -0.75880 0.28 -1.27 0.52
O -1.75000 0.20115 0.58825 0.64 0.31 -0.40
O -0.87403 -0.97616 0.71048 -1.02 0.43 0.68
P 0.73773 -0.39559 0.85190 -1.37 0.01 -0.66
H 0.31759 0.18388 -1.67640 -0.80 -0.49 0.34
H 1.79797 0.52823 -1.04115 1.01 1.03 0.12
H 0.32509 1.47341 -0.43419 0.36 0.66 -0.41
H -2.51429 0.15880 1.19777 0.89 -0.99 0.15
H 1.19334 -1.71997 0.56215 0.00 0.32 -0.33
```
Positions in Å, forces in eV/Å.

The value obtained for the frontier orbital gap is 0.361 Eh. The value obtained for the HOMO energy is -9.04 eV. Its net charge is 0. As for the multiplicity: 1. As for the SMILES: CPOO.

natural (NBO) population analysis, charges in e, atoms 1 to 5: number 1, C, carries -0.956; number 2, O, carries -0.489; number 3, O, carries -0.520; number 4, P, carries 0.847; number 5, H, carries 0.239

The following is a quantum chemistry calculation of CH5O2P in the gas phase at a distorted geometry, from the OMol25 dataset.

The geometry in XYZ format:
```
9
Properties=species:S:1:pos:R:3:forces:R:3
C 0.93530 -0.35157 -0.19082 -3.51 0.84 -1.20
O 1.70700 0.74233 0.21959 -0.25 0.03 -0.15
O -2.13308 0.71151 -0.30953 2.65 1.76 1.27
P -0.97126 -0.31908 0.47118 0.16 0.17 1.05
H 1.40829 -1.27068 0.07556 -0.12 -1.00 0.27
H 1.68183 0.71327 1.19000 0.13 0.19 -0.36
H -1.95449 1.64115 0.11809 -0.73 -2.54 -1.23
H 0.52225 -0.42679 -1.24512 2.02 0.84 0.52
H -1.19583 -1.44014 -0.32895 -0.34 -0.29 -0.16
```
Positions in Å, forces in eV/Å.

The value obtained for the frontier orbital gap is 0.333 Eh. The value obtained for the HOMO energy is -8.56 eV. Its net charge is 0. As for the multiplicity: 1. As for the SMILES: OCPO.

natural (NBO) population analysis, charges in e, atoms 1 to 5: number 1, C, carries -0.326; number 2, O, carries -0.710; number 3, O, carries -0.954; number 4, P, carries 0.725; number 5, H, carries 0.186

For reference, energy above the lowest of the compared OMol25 structures with the same formula, charge and spin by record: 87.7 30.4 15.8 19.2 76.8 35.5 kcal per mole.
For reference, electronic energy by record: -674.6406 -674.7318 -191.5469 -191.5416 -532.8065 -532.8723 Eh.